# 1
23
Properties=species:S:1:pos:R:3 method="wB97M-V/def2-TZVPD" homo_lumo_gap_ev=6.84 fmax_ev_per_a=1.75 lumo_ev=2.2 total_charge=-1
Li -15.155 26.390 -1.860
Br -16.006 25.001 0.068
Br -17.320 27.353 -3.370
C -18.510 29.008 -0.235
C -17.557 30.056 -0.759
O -16.983 30.791 0.331
O -17.758 27.943 0.355
H -19.168 28.590 -1.002
H -19.133 29.464 0.536
H -18.053 30.792 -1.406
H -16.781 29.628 -1.398
H -16.319 30.220 0.731
H -17.438 27.367 -0.358
C -12.616 26.229 -2.790
C -12.677 26.561 -1.329
O -13.741 27.515 -1.015
O -13.883 25.750 -3.234
H -11.790 25.523 -2.941
H -12.362 27.109 -3.396
H -11.709 26.902 -0.968
H -13.002 25.664 -0.782
H -13.375 27.973 -0.256
H -13.989 25.977 -4.162

# 2
188
Properties=species:S:1:pos:R:3 method="wB97M-V/def2-TZVPD" multiplicity=2 homo_lumo_gap_ev="9.50 / 4.70" fmax_ev_per_a=3.38 lumo_ev="-13.6 / -18.4" total_charge=+7
C 0.856 -0.404 -0.169
O 0.364 -1.733 -0.117
H 1.937 -0.489 -0.279
H 0.389 0.263 -0.893
H 0.775 0.091 0.798
C 2.394 5.955 -0.116
C 1.660 5.014 0.884
C 0.071 5.172 0.767
N -0.854 4.355 1.719
C -2.346 4.846 1.643
C -3.016 4.650 0.262
C -2.904 3.177 -0.213
C -1.453 2.660 -0.224
C -0.769 2.929 1.191
C -0.235 4.414 3.153
H 2.060 5.727 -1.128
H 3.481 5.915 -0.188
H 2.195 6.999 0.128
H 1.946 5.235 1.912
H 2.013 3.990 0.764
H -0.058 4.898 -0.279
H -0.358 6.173 0.731
H -2.318 5.862 2.038
H -2.734 4.186 2.420
H -2.678 5.386 -0.467
H -4.064 4.894 0.438
H -3.273 3.123 -1.237
H -3.580 2.592 0.410
H -0.905 3.237 -0.969
H -1.354 1.701 -0.732
H 0.226 2.483 1.213
H -1.310 2.386 1.966
H -1.001 4.039 3.833
H -0.082 5.485 3.284
H 0.723 3.899 3.223
C 1.399 0.104 -6.337
C 0.072 0.482 -5.707
C -0.452 -0.498 -4.597
N -1.934 -0.196 -4.107
C -2.928 -0.955 -5.008
C -2.974 -2.492 -4.880
C -2.921 -2.901 -3.504
C -1.993 -2.090 -2.597
C -2.139 -0.604 -2.629
C -2.281 1.335 -4.133
H 1.789 0.911 -6.958
H 1.506 -0.763 -6.989
H 2.102 -0.081 -5.525
H -0.585 0.637 -6.564
H 0.250 1.412 -5.169
H 0.205 -0.402 -3.733
H -0.429 -1.537 -4.926
H -2.668 -0.783 -6.053
H -3.884 -0.530 -4.704
H -2.098 -2.868 -5.408
H -3.842 -2.978 -5.326
H -2.657 -3.956 -3.431
H -3.930 -2.722 -3.132
H -0.967 -2.405 -2.789
H -2.061 -2.382 -1.549
H -1.529 -0.038 -1.925
H -3.208 -0.477 -2.457
H -1.513 1.949 -3.663
H -3.218 1.479 -3.594
H -2.491 1.441 -5.198
C 1.931 2.953 -2.692
C 3.479 2.852 -3.077
C 3.687 3.766 -4.270
N 5.104 3.692 -4.935
C 5.422 5.004 -5.700
C 4.566 4.992 -7.012
C 4.685 3.659 -7.815
C 4.506 2.310 -6.964
C 5.377 2.397 -5.705
C 6.315 3.719 -3.900
H 1.642 4.004 -2.707
H 1.801 2.425 -1.747
H 1.302 2.401 -3.390
H 3.839 1.844 -3.284
H 4.043 3.225 -2.222
H 3.627 4.786 -3.890
H 2.814 3.613 -4.905
H 5.171 5.862 -5.077
H 6.484 5.047 -5.944
H 3.534 5.068 -6.668
H 4.822 5.779 -7.721
H 3.875 3.557 -8.537
H 5.594 3.690 -8.416
H 3.516 2.107 -6.555
H 4.784 1.441 -7.560
H 5.207 1.618 -4.962
H 6.441 2.389 -5.939
H 7.268 3.737 -4.428
H 6.390 2.998 -3.085
H 6.302 4.662 -3.353
C 0.483 0.558 4.284
C -0.441 1.000 5.376
C -1.635 0.039 5.758
N -2.602 0.470 6.878
C -2.019 0.071 8.239
C -2.999 0.042 9.367
C -4.271 -0.855 9.161
C -4.925 -0.540 7.790
C -3.807 -0.492 6.632
C -3.032 2.001 6.908
H 1.114 1.410 4.030
H 0.002 0.324 3.334
H 1.129 -0.309 4.424
H -0.796 1.960 5.000
H 0.103 1.149 6.309
H -1.247 -0.930 6.071
H -2.138 0.030 4.791
H -1.536 -0.897 8.104
H -1.261 0.845 8.359
H -2.591 -0.469 10.239
H -3.240 1.058 9.682
H -4.115 -1.930 9.246
H -5.027 -0.529 9.876
H -5.589 -1.343 7.470
H -5.471 0.402 7.738
H -3.440 -1.517 6.565
H -4.256 -0.351 5.649
H -2.565 2.536 7.735
H -4.111 2.007 6.757
H -2.737 2.551 6.014
C 4.393 -3.940 -3.883
N 3.178 -3.631 -3.006
C 3.686 -2.535 -2.057
C 2.049 -3.077 -3.882
C 2.844 -4.992 -2.289
C 2.131 -4.815 -0.890
O 0.772 -4.473 -1.205
H 5.289 -3.990 -3.265
H 4.506 -3.093 -4.560
H 4.198 -4.824 -4.490
H 4.560 -2.775 -1.450
H 2.803 -2.408 -1.432
H 3.979 -1.608 -2.550
H 1.149 -3.161 -3.272
H 1.961 -3.840 -4.656
H 2.201 -2.037 -4.170
H 3.817 -5.454 -2.120
H 2.339 -5.629 -3.015
H 2.713 -4.138 -0.265
H 2.114 -5.748 -0.326
H 0.528 -3.675 -0.731
C 3.187 -4.798 3.984
N 1.769 -5.519 4.055
C 1.867 -6.670 3.100
C 1.659 -6.099 5.436
C 0.549 -4.498 3.891
C 0.305 -4.024 2.393
O 1.380 -3.271 1.789
H 3.335 -4.521 2.940
H 3.876 -5.563 4.341
H 3.197 -3.807 4.438
H 2.634 -7.272 3.588
H 2.259 -6.291 2.156
H 0.851 -7.024 2.930
H 0.692 -6.575 5.596
H 1.777 -5.172 5.998
H 2.497 -6.738 5.715
H 0.716 -3.653 4.559
H -0.345 -4.991 4.272
H -0.553 -3.364 2.272
H 0.154 -4.916 1.785
H 0.955 -2.738 1.113
C -4.892 -1.874 2.926
N -5.097 -1.650 1.439
C -4.904 -3.013 0.611
C -6.527 -1.187 1.171
C -4.120 -0.676 0.874
C -2.666 -0.951 1.307
O -2.127 -2.188 1.187
H -5.807 -2.375 3.241
H -4.861 -0.886 3.386
H -4.036 -2.445 3.286
H -3.969 -3.551 0.768
H -5.065 -2.874 -0.458
H -5.769 -3.566 0.977
H -6.946 -0.281 1.609
H -7.160 -2.000 1.528
H -6.555 -0.938 0.110
H -4.363 0.332 1.211
H -4.228 -0.671 -0.211
H -2.499 -0.513 2.291
H -2.029 -0.366 0.644
H -1.276 -2.070 0.759